Formula: C4H4I2
Source: the Open Molecules 2025 dataset
Level of theory: ωB97M-V with the def2-TZVPD basis set

Element x y z (Å)
I (1.1937, 2.3380, -0.0421)
I (-3.8396, -0.0107, -0.0394)
C (1.9201, -0.6257, -0.0461)
C (-0.8807, -0.4362, -0.1264)
C (1.1003, 0.3461, 0.0258)
C (-1.7494, 0.5166, 0.0240)
H (2.9625, -0.5474, -0.0013)
H (-1.3847, 1.4806, 0.1452)
H (-0.9597, -1.4430, 0.1593)
H (1.6376, -1.6183, -0.0990)

Its spin multiplicity is 1. The LUMO energy comes out at 0.0 eV. Its maximum force is 6.02 eV Å⁻¹. The HOMO-LUMO gap comes out at 9.16 eV. The HOMO energy is -9.1 eV. The net charge is 0.

Table of Mulliken atomic charges, one value per atom, all in e:
1 I 0.206
2 I 0.002
3 C -0.713
4 C -0.361
5 C 0.043
6 C -0.281
7 H 0.320
8 H 0.217
9 H 0.346
10 H 0.221

Formula: C4H12NO
Source: the Open Molecules 2025 dataset
Level of theory: ωB97M-V with the def2-TZVPD basis set

Element x y z (Å)
O (-0.8116, -2.6259, 1.9759)
N (1.4354, -0.4088, -0.3074)
C (-1.4608, 2.0915, -0.5420)
C (0.2793, 0.4074, 0.0565)
C (1.5648, -1.6731, -0.4999)
C (-0.0533, 1.5929, -0.7729)
H (-1.6325, 3.0401, -0.9972)
H (0.6245, 2.3945, -0.5443)
H (2.2150, 0.1902, -0.7255)
H (-1.4889, 2.3306, 0.5600)
H (-0.4647, -0.4788, -0.1787)
H (1.9879, -1.9852, -1.3904)
H (-0.9275, -3.6139, 2.1680)
H (0.3962, 0.6552, 1.1225)
H (-0.1237, 1.2726, -1.7481)
H (-0.1834, -2.3002, 2.5318)
H (0.9799, -2.2823, 0.1383)
H (-2.3364, 1.3933, -0.8466)

Its spin multiplicity is 1. The LUMO energy comes out at -5.7 eV. Its maximum force is 5.12 eV Å⁻¹. The HOMO-LUMO gap comes out at 9.58 eV. The HOMO energy is -15.3 eV. The net charge is +1.

Table of Mulliken atomic charges, one value per atom, all in e:
1 O -0.637
2 N -0.013
3 C -1.222
4 C -0.345
5 C -0.244
6 C -0.462
7 H 0.371
8 H 0.369
9 H 0.318
10 H 0.309
11 H 0.296
12 H 0.320
13 H 0.337
14 H 0.248
15 H 0.385
16 H 0.305
17 H 0.343
18 H 0.323

Formula: C3H11N2O
Source: the Open Molecules 2025 dataset
Level of theory: ωB97M-V with the def2-TZVPD basis set

Element x y z (Å)
O (-1.5631, -0.0329, -0.6160)
N (-0.2347, -0.6180, 1.2555)
N (-2.0417, 1.1383, 0.0858)
C (-0.3095, -0.4885, -0.2874)
C (1.5928, 1.4983, -0.7035)
C (0.3327, -1.6905, -0.8193)
H (1.4449, -1.5433, -0.8581)
H (-0.5074, 0.3237, 1.6357)
H (2.4742, 1.1638, -1.2348)
H (-1.9673, 1.9541, -0.4765)
H (0.6635, -1.0084, 1.5989)
H (1.6524, 1.5908, 0.3204)
H (0.5900, 1.6342, -1.0486)
H (0.0888, -2.6468, -0.4065)
H (-0.8988, -1.3520, 1.5197)
H (-0.0707, -1.6471, -1.8067)
H (-2.9563, 0.8072, 0.2885)

Its spin multiplicity is 1. The LUMO energy (spin up / spin down) comes out at -3.6 / -4.3 eV. Its maximum force is 3.29 eV Å⁻¹. The HOMO-LUMO gap (spin up / spin down) comes out at 9.42 / 8.38 eV. The HOMO energy (spin up / spin down) is -13.0 / -12.7 eV. The net charge is +1.

Table of Mulliken atomic charges, one value per atom, all in e:
1 O -0.225
2 N -0.341
3 N -0.451
4 C 0.443
5 C -0.871
6 C -1.262
7 H 0.317
8 H 0.392
9 H 0.351
10 H 0.245
11 H 0.376
12 H 0.332
13 H 0.336
14 H 0.433
15 H 0.318
16 H 0.357
17 H 0.249

Formula: C22H41As2N3OS2Ti
Source: the Open Molecules 2025 dataset
Level of theory: ωB97M-V with the def2-TZVPD basis set

Element x y z (Å)
As (11.3804, 12.6772, 8.0655)
As (9.0358, 11.3248, 10.0627)
Ti (11.6887, 11.6172, 10.5394)
S (11.4794, 13.8749, 11.3926)
S (11.5032, 11.0709, 12.9938)
O (13.9374, 11.3494, 10.3312)
N (15.9450, 11.2482, 11.3803)
N (11.7543, 9.3674, 10.3283)
N (8.1495, 16.0917, 8.8726)
C (11.7559, 12.5816, 15.2769)
C (11.5625, 15.2267, 13.7156)
C (9.0343, 13.5269, 6.4534)
C (10.5854, 7.0276, 12.1589)
C (16.2308, 9.8975, 10.8864)
C (9.4621, 12.8223, 7.5984)
C (7.7329, 13.5976, 6.0905)
C (12.6307, 5.9826, 11.0526)
C (11.7337, 8.2331, 10.4524)
C (12.1518, 14.4493, 7.5589)
C (8.2818, 9.5244, 9.9471)
C (14.7642, 11.8322, 11.0796)
C (7.1238, 12.3341, 8.0627)
C (8.4840, 12.2566, 8.3972)
C (7.8062, 12.0048, 11.4073)
C (6.7322, 12.9485, 6.8970)
C (10.5188, 6.2100, 9.7669)
C (11.5825, 12.6868, 13.7765)
C (11.9570, 11.7799, 6.4192)
C (16.8710, 11.7557, 12.3931)
C (11.5534, 13.8545, 13.1323)
C (11.3859, 6.8865, 10.8617)
H (12.2476, 5.0035, 11.3563)
H (10.3305, 6.0144, 12.4832)
H (7.5096, 14.0577, 5.1262)
H (11.6690, 14.9354, 6.7178)
H (10.6119, 15.7712, 13.5730)
H (11.6314, 10.7908, 6.5752)
H (5.6995, 13.1449, 6.6125)
H (13.2649, 5.8049, 10.1886)
H (7.2584, 9.5020, 9.6582)
H (12.7170, 12.1119, 15.4643)
H (8.9070, 16.4996, 8.3448)
H (17.2576, 9.5782, 11.1638)
H (10.3466, 5.1599, 10.1657)
H (11.0682, 6.2079, 8.8367)
H (9.7655, 13.9905, 5.8483)
H (13.1948, 14.2980, 7.2963)
H (11.9951, 15.1321, 8.4889)
H (11.6965, 15.4192, 14.8309)
H (13.0314, 11.8324, 6.2845)
H (11.5384, 12.2076, 5.5071)
H (6.8222, 12.2595, 10.9835)
H (16.6563, 12.7456, 12.6810)
H (15.5796, 9.1444, 11.2951)
H (13.3098, 6.4338, 11.7497)
H (11.1434, 7.6060, 12.8575)
H (8.4371, 9.1773, 10.9618)
H (12.2722, 15.8705, 13.1078)
H (9.5512, 6.6933, 9.7215)
H (17.9000, 11.7396, 11.9211)
H (7.6388, 11.2218, 12.2067)
H (8.1354, 16.6451, 9.7459)
H (11.6796, 13.5540, 15.7393)
H (16.9067, 11.0870, 13.2234)
H (10.9758, 11.9354, 15.6881)
H (8.5078, 15.1458, 9.1265)
H (14.5481, 12.7509, 11.6833)
H (6.4181, 11.9315, 8.7601)
H (8.2913, 12.9219, 11.7965)
H (8.8007, 8.8467, 9.3216)
H (9.6415, 7.5495, 11.8703)
H (16.1837, 9.8300, 9.8418)

Its spin multiplicity is 3. The LUMO energy (spin up / spin down) comes out at 0.3 / 0.3 eV. Its maximum force is 2.66 eV Å⁻¹. The HOMO-LUMO gap (spin up / spin down) comes out at 6.02 / 6.17 eV. The HOMO energy (spin up / spin down) is -5.7 / -5.9 eV. The net charge is 0.

Table of Mulliken atomic charges, one value per atom, all in e:
1 As 1.140
2 As 1.253
3 Ti 0.753
4 S -0.436
5 S -0.431
6 O -0.891
7 N 0.196
8 N -0.151
9 N -0.710
10 C -1.423
11 C -1.388
12 C -0.457
13 C -1.304
14 C -1.008
15 C -0.031
16 C -0.759
17 C -1.774
18 C -0.731
19 C -1.182
20 C -1.370
21 C 0.300
22 C -0.682
23 C 0.103
24 C -1.111
25 C -0.740
26 C -1.509
27 C 0.293
28 C -1.393
29 C -1.016
30 C 0.506
31 C 2.089
32 H 0.416
33 H 0.439
34 H 0.370
35 H 0.444
36 H 0.253
37 H 0.388
38 H 0.343
39 H 0.403
40 H 0.555
41 H 0.227
42 H 0.245
43 H 0.359
44 H 0.395
45 H 0.400
46 H 0.362
47 H 0.409
48 H 0.193
49 H 0.359
50 H 0.427
51 H 0.414
52 H 0.440
53 H 0.341
54 H 0.303
55 H 0.409
56 H 0.363
57 H 0.299
58 H 0.209
59 H 0.383
60 H 0.333
61 H 0.348
62 H 0.253
63 H 0.369
64 H 0.376
65 H 0.262
66 H 0.235
67 H 0.164
68 H 0.343
69 H 0.212
70 H 0.261
71 H 0.223
72 H 0.334

Energy relative to the best compared isomer or geometry (same formula, charge and spin) / kcal per mole: 64.6; 73.1; 167.3; 8.0